Entry from the OMol25 dataset: one molecule with the formula C3H5NO2 (wB97M-V/def2-TZVPD).

```
11
Properties=species:S:1:pos:R:3:forces:R:3
O 2.78451 0.00993 0.87924 -0.7 -0.3 0.0
C 1.66722 -0.34588 0.90523 0.1 0.0 0.1
N 0.55972 -0.81397 1.05238 0.6 0.3 0.0
C -0.71788 -0.52076 0.45217 -0.2 0.1 -0.1
C -0.66740 0.67186 -0.51144 -0.2 0.1 0.2
O 0.49222 0.69177 -1.31295 0.1 -0.3 -0.2
H -1.07417 -1.42495 -0.06306 0.1 0.2 0.1
H -1.43968 -0.29274 1.24660 0.1 -0.1 -0.2
H -0.63159 1.61101 0.05119 -0.1 -0.2 0.0
H -1.58818 0.66835 -1.11602 0.2 0.0 0.1
H 0.61825 -0.17372 -1.72495 -0.1 0.2 0.0
```
Positions in Å, forces in eV/Å.

## Properties
Highest occupied orbital energy   -10.31 eV
HOMO-LUMO gap   10.99 eV
Max |F|   0.014 hartree/bohr
LUMO energy   0.687 eV
Energy above the lowest of the compared OMol25 structures with the same formula, charge and spin   91.48 kJ/mol

Computed Mulliken charges, given in elementary charges: number 1, O, carries -0.4647; number 2, C, carries 0.7311; number 3, N, carries -0.4292; number 4, C, carries -0.4409; number 5, C, carries -0.4016; number 6, O, carries -0.5202; number 7, H, carries 0.2971; number 8, H, carries 0.2954; number 9, H, carries 0.3114; number 10, H, carries 0.3066; number 11, H, carries 0.3151